{"formula": "C6H13NOS", "method": "the ωB97M-V functional and the def2-TZVPD basis", "lumo_energy_ev": 0.83, "total_charge": 0, "orbital_gap_ev": 9.45, "relative_energy_ev": 6.6201, "homo_energy_ev": -8.62, "species": ["C", "C", "C", "C", "C", "C", "N", "O", "S", "H", "H", "H", "H", "H", "H", "H", "H", "H", "H", "H", "H", "H"], "positions_angstrom": [[-2.7261, -0.3497, -0.0787], [2.4145, 2.2435, 2.9937], [2.0743, 1.0689, 2.1635], [1.2028, 1.3685, 3.0946], [0.6938, -1.2400, -1.4463], [-0.9750, -0.3066, -2.9917], [-0.6017, -0.6681, -1.6853], [-1.5239, 1.7714, -1.0861], [-1.0836, 0.5080, -0.3999], [-2.7395, -1.0526, -0.8850], [-2.5602, -0.8402, 0.8375], [3.1467, 2.1400, 3.8693], [2.4964, 3.2243, 2.5438], [2.3880, 0.2863, 1.6156], [-3.4696, 0.4329, -0.0893], [0.2798, 1.3675, 3.7484], [0.9390, -1.0412, -0.3355], [0.6822, -2.1700, -1.8121], [1.3763, -0.6615, -1.9161], [-1.9237, 0.5320, -2.9596], [-0.2776, 0.2106, -3.5776], [-1.3691, -1.1385, -3.6394]], "nbo_charge": [-0.784, -0.435, -0.179, -0.174, -0.393, -0.444, -0.637, -0.952, 1.339, 0.243, 0.215, 0.160, 0.184, 0.203, 0.240, 0.239, 0.195, 0.195, 0.172, 0.236, 0.183, 0.194]}

{"formula": "C7H22IN2O7", "method": "the ωB97M-V functional and the def2-TZVPD basis", "lumo_energy_ev": [0.08, -4.59], "total_charge": 0, "s2": 0.75, "orbital_gap_ev": [9.50, 4.82], "multiplicity": 2, "homo_energy_ev": [-9.42, -9.42], "species": ["I", "C", "C", "O", "O", "H", "H", "H", "H", "H", "H", "C", "C", "O", "O", "H", "H", "H", "H", "H", "H", "C", "C", "O", "O", "H", "H", "H", "H", "H", "H", "C", "O", "N", "N", "H", "H", "H", "H"], "positions_angstrom": [[0.3150, -0.9061, -1.4753], [-1.3031, -2.9159, 3.5731], [-1.5245, -2.1193, 2.2453], [-0.6771, -2.6030, 1.2868], [-0.0459, -2.6154, 3.9207], [-1.5027, -3.9873, 3.5561], [-1.8457, -2.5161, 4.4297], [-1.3537, -1.0435, 2.2845], [-2.5371, -2.0238, 1.8535], [-0.4888, -2.0614, 0.5168], [0.3130, -2.2954, 3.0898], [-3.4951, 0.8651, -2.3608], [-4.7545, 0.6189, -1.4873], [-5.6870, 1.6732, -1.3223], [-2.5876, 1.6317, -1.6454], [-3.7824, 1.4728, -3.2189], [-2.8965, 0.0218, -2.7052], [-4.4922, 0.1315, -0.5483], [-5.2685, -0.1373, -2.0808], [-5.1502, 2.3497, -0.9031], [-1.7420, 1.2383, -1.8730], [2.6536, 3.9250, -2.4591], [1.9278, 2.5154, -2.4010], [2.7714, 1.4534, -2.0256], [3.0318, 4.3760, -1.1573], [2.1404, 4.7344, -2.9784], [3.5271, 3.7844, -3.0957], [1.4667, 2.2623, -3.3556], [1.1153, 2.3807, -1.6871], [2.1684, 0.9587, -1.4658], [3.7626, 3.9217, -0.7317], [2.8369, -1.6895, 1.8492], [1.7758, -1.2172, 2.2162], [3.3193, -1.4752, 0.7075], [3.5946, -2.2025, 2.7949], [4.1120, -2.0119, 0.3856], [2.5700, -1.3423, 0.0434], [3.2064, -2.6157, 3.6307], [4.5264, -2.5363, 2.5936]], "nbo_charge": [0.027, -0.068, -0.104, -0.730, -0.732, 0.159, 0.171, 0.169, 0.156, 0.461, 0.498, -0.094, -0.092, -0.693, -0.728, 0.167, 0.166, 0.164, 0.173, 0.467, 0.465, -0.083, -0.088, -0.731, -0.735, 0.194, 0.168, 0.154, 0.160, 0.465, 0.482, 0.746, -0.701, -0.791, -0.815, 0.385, 0.398, 0.418, 0.369]}

{"formula": "C8H30AgN12O8", "method": "the ωB97M-V functional and the def2-TZVPD basis", "lumo_energy_ev": [-4.32, -8.55], "total_charge": 2, "s2": 0.75, "orbital_gap_ev": [10.36, 6.13], "multiplicity": 2, "homo_energy_ev": [-14.67, -14.67], "species": ["Ag", "C", "C", "O", "O", "H", "H", "H", "H", "H", "H", "C", "O", "N", "N", "H", "H", "H", "H", "C", "O", "N", "N", "H", "H", "H", "H", "C", "O", "N", "N", "H", "H", "H", "H", "C", "O", "N", "N", "H", "H", "H", "H", "C", "O", "N", "N", "H", "H", "H", "H", "C", "O", "N", "N", "H", "H", "H", "H"], "positions_angstrom": [[0.0053, -0.0491, -0.3759], [2.1768, 0.4520, 2.3664], [3.5203, 0.8923, 3.0567], [4.1102, 2.0059, 2.4170], [2.3873, -0.0537, 1.0272], [1.4623, 1.2707, 2.4244], [1.7689, -0.2971, 3.0488], [4.2417, 0.1199, 3.3306], [3.2367, 1.3242, 4.0192], [4.2595, 1.7923, 1.4922], [2.9217, -0.8508, 1.0921], [-1.1949, 2.6862, 1.5722], [-0.6581, 1.9777, 0.6889], [-0.6211, 3.7429, 2.1295], [-2.4566, 2.4755, 1.9166], [-1.1727, 4.2179, 2.8238], [0.3083, 3.9764, 1.8188], [-2.8349, 1.6372, 1.5043], [-2.7788, 2.9418, 2.7489], [1.4836, -2.7597, -2.1031], [1.2616, -1.7352, -1.4467], [1.9331, -2.6866, -3.3634], [1.2198, -3.9915, -1.6125], [1.7596, -1.8178, -3.8429], [2.3573, -3.4441, -3.8730], [1.4292, -4.8304, -2.1275], [0.6665, -4.0046, -0.7741], [2.0228, 2.1886, -1.8187], [1.2880, 1.2198, -1.6044], [3.1174, 2.3789, -1.0812], [1.8168, 3.1612, -2.7233], [3.6855, 3.1120, -1.4729], [3.4080, 1.6563, -0.4426], [2.5029, 3.8837, -2.8594], [0.8691, 3.2809, -3.0443], [-0.6748, -1.7474, 2.7275], [-0.4037, -1.0900, 1.7127], [-1.7437, -1.5058, 3.5262], [-0.0338, -2.8751, 3.0794], [-2.2388, -0.6644, 3.2793], [-1.7644, -1.9375, 4.4346], [0.8360, -3.1653, 2.6641], [-0.3784, -3.4227, 3.8507], [-2.1919, 1.3504, -2.3785], [-1.1843, 0.6570, -2.3413], [-3.1660, 0.9804, -3.1898], [-2.4798, 2.4315, -1.6714], [-4.0250, 1.4864, -3.3281], [-2.9598, 0.1581, -3.7349], [-3.3039, 2.9389, -1.9443], [-1.8625, 2.6802, -0.9132], [-2.3844, -2.4385, -1.2337], [-1.6175, -1.5819, -0.7387], [-3.4624, -2.1728, -1.9435], [-2.2223, -3.7121, -0.9475], [-4.0660, -2.9085, -2.2699], [-3.6553, -1.2015, -2.1309], [-1.4614, -3.8847, -0.3134], [-3.0590, -4.2485, -1.1071]], "nbo_charge": [1.597, -0.097, -0.104, -0.698, -0.758, 0.195, 0.169, 0.179, 0.194, 0.452, 0.489, 0.784, -0.792, -0.798, -0.813, 0.409, 0.433, 0.421, 0.406, 0.799, -0.743, -0.822, -0.819, 0.421, 0.410, 0.411, 0.398, 0.804, -0.696, -0.799, -0.806, 0.395, 0.423, 0.407, 0.422, 0.794, -0.752, -0.820, -0.824, 0.409, 0.408, 0.413, 0.402, 0.773, -0.704, -0.834, -0.828, 0.404, 0.415, 0.404, 0.428, 0.795, -0.777, -0.812, -0.803, 0.407, 0.418, 0.410, 0.404]}

{"formula": "C8H11N2O", "method": "the ωB97M-V functional and the def2-TZVPD basis", "lumo_energy_ev": -3.71, "total_charge": 1, "orbital_gap_ev": 10.75, "relative_energy_ev": 3.4170, "homo_energy_ev": -14.47, "species": ["C", "C", "C", "C", "C", "C", "C", "C", "N", "N", "O", "H", "H", "H", "H", "H", "H", "H", "H", "H", "H", "H"], "positions_angstrom": [[-0.4470, -1.2016, 1.1226], [0.1091, 0.5637, 0.6070], [0.5958, 2.7152, 0.3701], [-0.4357, -1.3877, 2.4136], [-0.9833, -1.7698, -0.0589], [0.6005, 2.0757, -0.9980], [0.0459, -1.7641, -1.1569], [0.3111, -0.3264, -1.5661], [0.2791, 0.7229, -0.6626], [0.1364, 1.7137, 1.2634], [1.1406, 3.6561, 0.7793], [-0.8595, -2.2038, 2.9764], [0.0446, -0.6369, 3.0371], [-1.3964, -2.7472, 0.1005], [-2.0012, -1.3641, -0.2616], [-0.1706, 2.5445, -1.6277], [1.5652, 2.4178, -1.4117], [1.0608, -2.2458, -0.8054], [-0.4514, -2.2972, -1.9352], [1.1774, -0.2982, -2.0763], [-0.5226, -0.1291, -2.3105], [0.2013, 1.9622, 2.2007]], "nbo_charge": [0.129, 0.544, 0.684, -0.370, -0.540, -0.353, -0.384, -0.218, -0.343, -0.618, -0.456, 0.254, 0.222, 0.273, 0.255, 0.266, 0.285, 0.234, 0.253, 0.221, 0.210, 0.451]}

{"formula": "C4H2BrOS", "method": "the ωB97M-V functional and the def2-TZVPD basis", "lumo_energy_ev": [3.29, 3.26], "total_charge": -1, "orbital_gap_ev": [6.30, 6.21], "relative_energy_ev": 5.4501, "homo_energy_ev": [-3.01, -2.95], "species": ["C", "C", "C", "C", "O", "S", "Br", "H", "H"], "positions_angstrom": [[-0.8335, -0.8217, 0.6708], [0.6124, -1.0892, 0.4135], [-1.5209, -1.7733, -0.0095], [2.2528, -2.2428, -0.7090], [1.0130, -2.1138, -0.3023], [3.4394, -2.8358, 0.1209], [-3.4277, -1.4348, -0.0469], [-1.0778, 0.1507, 1.1467], [1.4764, -0.4057, 0.6627]], "nbo_charge": [-0.550, 0.275, -0.211, -0.135, -0.410, -0.188, -0.149, 0.195, 0.172]}

{"formula": "C3H3N3O", "method": "the ωB97M-V functional and the def2-TZVPD basis", "lumo_energy_ev": [0.71, -1.79], "total_charge": 0, "s2": 2.06, "orbital_gap_ev": [9.49, 7.83], "relative_energy_ev": 3.8187, "multiplicity": 3, "homo_energy_ev": [-8.78, -9.61], "species": ["C", "C", "C", "N", "N", "N", "O", "H", "H", "H"], "positions_angstrom": [[0.5991, 0.5430, -1.2212], [-0.5672, -0.2550, 1.2510], [-0.3274, -1.3453, 1.7943], [-0.2811, 1.2875, -0.5115], [1.0631, -0.6916, -0.9853], [-0.6711, 0.9130, 0.6845], [1.8611, -1.2124, -1.8132], [0.6472, 0.8968, -2.1993], [-1.3159, -1.7456, 1.6640], [-1.0079, 1.6095, 1.3367]], "nbo_charge": [0.071, 0.132, -0.347, -0.192, 0.056, -0.407, -0.161, 0.202, 0.239, 0.406]}

{"formula": "C4H12NO2P", "method": "the ωB97M-V functional and the def2-TZVPD basis", "lumo_energy_ev": 0.71, "total_charge": 0, "smiles": "CC(C)[C@H]1O[P@@H]1=O.N", "orbital_gap_ev": 10.65, "relative_energy_ev": 2.1575, "homo_energy_ev": -9.94, "species": ["C", "C", "C", "C", "O", "P", "O", "H", "H", "H", "H", "H", "H", "H", "H", "H", "N", "H", "H", "H"], "positions_angstrom": [[1.6261, 0.5574, -1.2346], [1.0025, 1.1735, 0.0088], [1.5312, 0.5275, 1.2766], [-0.5390, 1.1664, 0.0442], [-1.2174, 1.5110, -1.2504], [-1.7106, 0.0664, -0.6251], [-3.0892, 0.0852, -0.2709], [1.5050, -0.4978, -1.1670], [1.0946, 1.0452, -2.1517], [2.7663, 0.7927, -1.1721], [1.3293, 2.1821, 0.1095], [0.9812, -0.3737, 1.2990], [2.5552, 0.4612, 1.1883], [1.3327, 1.1232, 2.1275], [-0.9785, 1.7332, 0.7742], [-1.2244, -0.8992, -1.6064], [-1.6633, -2.3677, 0.5673], [-1.1932, -3.1875, 0.0859], [-1.4606, -2.6215, 1.5952], [-2.6481, -2.4777, 0.4018]], "nbo_charge": [-0.616, -0.232, -0.596, -0.252, -0.780, 1.903, -1.080, 0.198, 0.240, 0.213, 0.201, 0.202, 0.208, 0.207, 0.211, -0.066, -1.088, 0.365, 0.376, 0.385]}

{"formula": "C7H13N2O", "method": "the ωB97M-V functional and the def2-TZVPD basis", "lumo_energy_ev": [-6.78, -6.53], "total_charge": 1, "orbital_gap_ev": [6.72, 7.09], "relative_energy_ev": 7.2756, "homo_energy_ev": [-13.50, -13.62], "species": ["C", "C", "C", "C", "C", "C", "C", "N", "N", "O", "H", "H", "H", "H", "H", "H", "H", "H", "H", "H", "H", "H", "H"], "positions_angstrom": [[-3.4738, 0.2183, 0.7753], [-0.2309, 0.3763, -0.1247], [1.5401, -0.9203, 1.1184], [2.1740, 0.2069, -1.0896], [0.4752, -1.8264, -0.8577], [-0.8405, 2.6210, 0.2931], [0.9984, -0.5743, -0.2304], [-1.3649, -0.1277, -0.1345], [-2.5339, 0.2000, -0.0069], [-0.0037, 1.6415, 0.2540], [-3.4165, -0.0944, 1.8576], [0.9295, -0.7014, 2.0772], [1.9920, -1.9166, 1.2522], [2.3956, -0.1648, 1.1852], [3.0692, -0.3702, -0.9416], [1.9187, 0.0676, -2.1036], [2.2370, 1.3082, -0.8727], [-0.2218, -2.3271, -0.1468], [1.1362, -2.6300, -1.0390], [-0.0921, -1.6721, -1.7420], [-1.7108, 2.4052, -0.2940], [-0.5012, 3.6647, 0.3644], [-4.4757, 0.6156, 0.4060]], "nbo_charge": [-0.097, 0.427, -0.636, -0.603, -0.614, 0.276, -0.073, -0.133, -0.138, -0.304, 0.203, 0.225, 0.250, 0.223, 0.234, 0.217, 0.214, 0.223, 0.241, 0.220, 0.189, 0.234, 0.224]}

What is the formula in the second record? C7H22IN2O7